Run P
Below is a 4-piece molecular cluster, H8O4 overall, with properties calculated with wB97M-V/def2-TZVPD.

Calculated values
SMILES string = O.O.O.O
HOMO level = -10.5 eV
HOMO-LUMO gap = 0.39639 hartree

The geometry in ORCA input format:
```
! RIJCOSX wB97M-V def2-TZVPD def2/J DEFGRID3
* xyz 0 1
O -1.693 0.207 -1.064
H -2.000 1.188 -0.883
H -2.559 -0.234 -1.150
O 0.252 -0.591 0.763
H 0.846 -1.215 0.350
H -0.480 -0.601 0.106
O -0.419 1.910 1.883
H -1.126 2.071 1.444
H -0.013 1.039 1.420
O 2.172 -1.553 -0.953
H 2.062 -0.652 -1.418
H 2.959 -1.569 -0.497
*
```

=====

Run Q
Below is a 4-piece molecular cluster, H8O4 overall, with properties calculated with wB97M-V/def2-TZVPD.

Calculated values
SMILES string = O.O.O.O
HOMO level = -11.2 eV
HOMO-LUMO gap = 0.43150 hartree

The geometry in ORCA input format:
```
! RIJCOSX wB97M-V def2-TZVPD def2/J DEFGRID3
* xyz 0 1
O -0.532 0.747 0.886
H 0.017 0.079 0.477
H -1.305 0.801 0.324
O -3.093 0.935 -1.981
H -3.136 1.829 -2.320
H -3.114 0.380 -2.761
O 0.144 -0.342 4.904
H 0.744 -1.073 4.753
H 0.165 0.159 4.089
O 3.451 -1.179 -2.408
H 3.365 -0.412 -2.975
H 3.294 -1.924 -2.988
*
```

=====

Energies relative to the most stable structure, in eV: run P 0.608; run Q 0.000.

=====

Run P
Below is a 4-piece molecular cluster, H8O4 overall, with properties calculated with wB97M-V/def2-TZVPD.

Calculated values
SMILES string = O.O.O.O
HOMO level = -10.7 eV
HOMO-LUMO gap = 0.40531 hartree

The geometry in ORCA input format:
```
! RIJCOSX wB97M-V def2-TZVPD def2/J DEFGRID3
* xyz 0 1
O -1.526 -1.080 2.422
H -0.770 -0.931 1.836
H -1.320 -1.915 2.832
O -0.022 0.800 -0.080
H 0.119 1.269 -0.881
H -0.167 1.459 0.572
O 0.429 1.865 -2.520
H -0.045 1.097 -2.857
H 1.362 1.608 -2.407
O 0.593 -1.733 0.551
H 0.023 -1.316 -0.122
H 1.320 -1.122 0.653
*
```

=====

Run Q
Below is a 4-piece molecular cluster, H8O4 overall, with properties calculated with wB97M-V/def2-TZVPD.

Calculated values
SMILES string = O.O.O.O
HOMO level = -10.7 eV
HOMO-LUMO gap = 0.41379 hartree

The geometry in ORCA input format:
```
! RIJCOSX wB97M-V def2-TZVPD def2/J DEFGRID3
* xyz 0 1
H 1.265 0.117 0.585
H -0.249 0.428 0.690
H -1.035 -1.537 0.646
H -1.114 -1.080 -0.850
H -2.474 1.967 0.237
H -2.453 0.519 -0.301
H 2.892 -0.665 -0.595
H 3.405 0.664 -0.719
O 0.420 -0.357 0.596
O -1.677 -1.467 -0.148
O -1.883 1.258 -0.061
O 2.905 0.153 -0.079
*
```

=====

Energies relative to the most stable structure, in eV: run P 0.000; run Q 0.178.